P) A 2-piece molecular cluster, C4H5ClS overall, computed with ωB97M-V/def2-TZVPD.

Each atom is followed by the atoms it is bonded to, with distances in Å.
CARTESIAN COORDINATES (ANGSTROEM)
1 C -1.273 0.280 1.012  C2 1.197, H7 1.011
2 C -0.194 -0.174 1.260  C1 1.197, C4 1.490
3 C 0.139 0.661 -2.047  S5 1.710, Cl6 1.744
4 C 1.196 -0.707 1.225  C2 1.490, H9 1.084, H10 1.050, H11 1.112
5 S -1.531 0.295 -2.075  C3 1.710, H8 1.299
6 Cl 0.419 2.367 -1.820  C3 1.744
7 H -2.032 0.925 0.841  C1 1.011
8 H -1.296 -0.977 -1.954  S5 1.299
9 H 1.779 -0.118 0.526  C4 1.084
10 H 1.595 -0.803 2.192  C4 1.050
11 H 1.199 -1.750 0.840  C4 1.112

The calculation puts the HOMO energy at -9.0 eV.

Q) A single C4H5ClS molecule, computed with ωB97M-V/def2-TZVPD.

Each atom is followed by the atoms it is bonded to, with distances in Å.
CARTESIAN COORDINATES (ANGSTROEM)
1 S -1.666 -1.830 1.176  C2 1.626
2 C -0.712 -0.704 0.496  S1 1.626, C3 1.500, C6 1.571
3 C 0.164 0.436 0.925  C2 1.500, C4 1.492, H7 1.129, H8 1.077
4 C 0.834 0.367 -0.407  C3 1.492, Cl5 1.757, C6 1.507, H9 1.121
5 Cl 1.554 1.816 -1.092  C4 1.757
6 C -0.330 -0.388 -0.994  C2 1.571, C4 1.507, H10 1.124, H11 1.107
7 H 0.703 0.299 1.908  C3 1.129
8 H -0.480 1.298 0.942  C3 1.077
9 H 1.693 -0.332 -0.228  C4 1.121
10 H -1.226 0.176 -1.371  C6 1.124
11 H -0.194 -1.289 -1.624  C6 1.107

The SMILES is S=C1CC(Cl)C1. The calculation puts the HOMO energy at -8.8 eV.

Most favorable structure: Q). The second most favorable one is 3.434 eV above it.

P) An isolated ion of composition C4H9NO2 and charge +1, computed with ωB97M-V/def2-TZVPD.

Each atom is followed by the atoms it is bonded to, with distances in Å.
CARTESIAN COORDINATES (ANGSTROEM)
1 O 0.442 1.252 1.294  C2 1.214
2 C 0.397 0.070 1.564  O1 1.214, O3 1.318, C4 1.520
3 O 0.357 -0.418 2.788  C2 1.318, H8 0.972
4 C 0.420 -1.000 0.484  C2 1.520, C5 1.527, H9 1.102, H10 1.085
5 C -0.730 -0.777 -0.497  C4 1.527, C6 1.517, H11 1.084, H12 1.090
6 C -0.413 0.180 -1.630  C5 1.517, N7 1.428, H13 1.097, H14 1.100
7 N 0.195 1.386 -1.169  C6 1.428, H15 1.017, H16 1.052
8 H 0.477 0.305 3.425  O3 0.972
9 H 1.402 -0.748 0.051  C4 1.102
10 H 0.623 -1.941 0.984  C4 1.085
11 H -1.062 -1.718 -0.918  C5 1.084
12 H -1.566 -0.387 0.085  C5 1.090
13 H 0.232 -0.271 -2.394  C6 1.097
14 H -1.364 0.430 -2.124  C6 1.100
15 H 0.168 2.185 -1.798  N7 1.017
16 H 0.424 1.453 -0.144  N7 1.052

Its spin multiplicity is 2. As for the total charge: +1. The calculation puts the HOMO energy (spin up / spin down) at -15.7 / -15.6 eV. Its expectation value of S² is 0.754.

Q) An isolated ion of composition C4H9NO2 and charge +1, computed with ωB97M-V/def2-TZVPD.

Each atom is followed by the atoms it is bonded to, with distances in Å.
CARTESIAN COORDINATES (ANGSTROEM)
1 C 0.330 0.482 1.902  C2 1.585, H8 1.118, H9 1.103, H10 1.096
2 C 0.254 -0.271 0.509  C1 1.585, C3 1.533, N7 1.427, H11 1.127
3 C -0.444 0.715 -0.434  C2 1.533, C4 1.605, H12 1.143, H13 1.161
4 C -0.984 0.061 -1.797  C3 1.605, O5 1.343, O6 1.185
5 O -1.702 -1.057 -1.603  C4 1.343, H14 0.899
6 O -0.552 0.333 -2.866  C4 1.185
7 N 1.457 -0.843 -0.006  C2 1.427, H15 1.073, H16 1.026
8 H 1.233 1.139 1.966  C1 1.118
9 H 0.492 -0.351 2.607  C1 1.103
10 H -0.574 1.030 2.191  C1 1.096
11 H -0.486 -1.098 0.704  C2 1.127
12 H -1.453 0.988 0.030  C3 1.143
13 H 0.114 1.694 -0.715  C3 1.161
14 H -1.767 -1.363 -2.446  O5 0.899
15 H 1.989 -0.335 -0.788  N7 1.073
16 H 2.094 -1.124 0.747  N7 1.026

Its spin multiplicity is 2. As for the total charge: +1. The calculation puts the HOMO energy (spin up / spin down) at -14.6 / -14.5 eV. Its expectation value of S² is 0.755.

Most favorable structure: P). The second most favorable one is 1.547 eV above it.

P) An isolated ion of composition C5H10NS and charge +1, computed with ωB97M-V/def2-TZVPD.

Each atom is followed by the atoms it is bonded to, with distances in Å.
CARTESIAN COORDINATES (ANGSTROEM)
1 C -0.200 -0.861 -1.220  C2 1.552, C3 1.483, H8 1.173, H9 1.028
2 C 0.780 0.113 -1.925  C1 1.552, S7 1.909, H10 1.083, H11 1.108
3 C -0.526 -0.494 0.180  C1 1.483, C4 1.335, H12 1.070
4 C 0.277 -0.852 1.185  C3 1.335, N6 1.493, H13 1.182
5 C -0.591 2.037 -0.742  S7 1.613, H14 1.149
6 N 0.016 -0.260 2.531  C4 1.493, H15 1.062, H16 1.054, H17 1.015
7 S -0.056 1.799 -2.245  C2 1.909, C5 1.613
8 H -1.074 -1.094 -1.966  C1 1.173
9 H 0.186 -1.806 -1.099  C1 1.028
10 H 1.604 0.361 -1.266  C2 1.083
11 H 1.110 -0.375 -2.864  C2 1.108
12 H -1.354 0.171 0.312  C3 1.070
13 H 1.308 -1.430 1.211  C4 1.182
14 H -1.224 2.994 -0.812  C5 1.149
15 H -0.999 0.053 2.545  N6 1.062
16 H 0.586 0.554 2.881  N6 1.054
17 H 0.157 -0.911 3.297  N6 1.015

As for the total charge: +1. The calculation puts the HOMO energy at -12.1 eV.

Q) An isolated ion of composition C5H10NS and charge +1, computed with ωB97M-V/def2-TZVPD.

Each atom is followed by the atoms it is bonded to, with distances in Å.
CARTESIAN COORDINATES (ANGSTROEM)
1 C -0.462 -0.484 -0.575  C2 1.285, C3 1.536, C4 1.683
2 C -1.303 -1.436 -0.766  C1 1.285, H8 1.089, H9 1.080
3 C -0.584 1.014 -0.263  C1 1.536, C5 1.519, S7 1.807, H10 1.148
4 C 1.179 -0.700 -0.268  C1 1.683, N6 1.432, S7 2.103, H11 1.046
5 C -1.022 1.479 1.115  C3 1.519, H12 1.006, H13 1.064, H14 1.072
6 N 2.034 -1.119 0.801  C4 1.432, H15 0.997, H16 1.024
7 S 1.141 1.364 -0.669  C3 1.807, C4 2.103, H17 1.431
8 H -1.083 -2.485 -0.960  C2 1.089
9 H -2.308 -1.191 -1.080  C2 1.080
10 H -1.346 1.413 -1.025  C3 1.148
11 H 1.458 -1.202 -1.142  C4 1.046
12 H -0.283 1.266 1.762  C5 1.006
13 H -1.914 1.065 1.523  C5 1.064
14 H -1.049 2.550 1.150  C5 1.072
15 H 2.835 -1.696 0.661  N6 0.997
16 H 1.828 -0.865 1.771  N6 1.024
17 H 0.878 1.026 -2.034  S7 1.431

As for the total charge: +1. The calculation puts the HOMO energy at -14.2 eV.

Most favorable structure: Q). The second most favorable one is 1.050 eV above it.

P) A 2-piece molecular cluster, C2H5FO overall, computed with ωB97M-V/def2-TZVPD.

Each atom is followed by the atoms it is bonded to, with distances in Å.
CARTESIAN COORDINATES (ANGSTROEM)
1 C 1.633 -0.680 0.087  O3 1.300, H5 1.118
2 C -1.641 0.034 -0.075  F4 1.374, H6 1.089, H7 1.090, H8 1.088
3 O 2.286 0.442 0.014  C1 1.300, H9 0.973
4 F -0.699 1.027 0.053  C2 1.374
5 H 2.126 -1.262 0.905  C1 1.118
6 H -2.056 0.128 -1.077  C2 1.089
7 H -2.404 0.210 0.683  C2 1.090
8 H -1.133 -0.918 0.071  C2 1.088
9 H 1.888 1.020 -0.660  O3 0.973

The calculation puts the HOMO energy at -8.6 eV.

Q) A 2-piece molecular cluster, C2H5FO overall, computed with ωB97M-V/def2-TZVPD.

Each atom is followed by the atoms it is bonded to, with distances in Å.
CARTESIAN COORDINATES (ANGSTROEM)
1 C -0.112 0.699 -2.093  O3 1.290, H5 1.103
2 C 0.222 -0.196 2.039  F4 1.385, H6 1.037, H7 1.042, H8 1.058
3 O -0.317 -0.070 -3.109  C1 1.290, H9 0.943
4 F 1.345 -0.661 2.704  C2 1.385
5 H -0.306 0.113 -1.180  C1 1.103
6 H 0.339 0.483 1.264  C2 1.037
7 H -0.446 0.148 2.761  C2 1.042
8 H -0.382 -0.908 1.544  C2 1.058
9 H -0.343 0.392 -3.930  O3 0.943

The calculation puts the HOMO energy at -8.8 eV.

Most favorable structure: P). The second most favorable one is 0.551 eV above it.

P) A single C24H28N2O6 molecule, computed with ωB97M-V/def2-TZVPD.

Each atom is followed by the atoms it is bonded to, with distances in Å.
CARTESIAN COORDINATES (ANGSTROEM)
1 C -3.590 -5.402 -0.977  O2 1.407, H33 1.095, H34 1.088, H35 1.097
2 O -2.311 -5.432 -0.393  C1 1.407, C3 1.404
3 C -1.563 -4.253 -0.544  O2 1.404, C4 1.538, H36 1.093, H37 1.101
4 C -2.030 -3.105 0.367  C3 1.538, O5 1.418, H38 1.092, H39 1.095
5 O -1.315 -1.913 0.090  C4 1.418, C6 1.357
6 C -0.078 -1.804 0.636  O5 1.357, O7 1.213, C8 1.458
7 O 0.390 -2.691 1.318  C6 1.213
8 C 0.527 -0.522 0.298  C6 1.458, C9 1.361, C22 1.508
9 C 1.762 -0.120 0.706  C8 1.361, C10 1.492, N11 1.375
10 C 2.658 -0.963 1.552  C9 1.492, H40 1.084, H41 1.089, H42 1.088
11 N 2.245 1.120 0.361  C9 1.375, C12 1.452, C19 1.402
12 C 3.523 1.605 0.852  N11 1.452, C13 1.509, H43 1.097, H44 1.093
13 C 4.716 0.933 0.218  C12 1.509, C14 1.389, C18 1.389
14 C 4.704 0.592 -1.128  C13 1.389, C15 1.383, H45 1.080
15 C 5.809 -0.004 -1.709  C14 1.383, C16 1.385, H46 1.080
16 C 6.941 -0.258 -0.953  C15 1.385, C17 1.384, H47 1.080
17 C 6.964 0.088 0.387  C16 1.384, C18 1.384, H48 1.080
18 C 5.856 0.678 0.970  C13 1.389, C17 1.384, H49 1.081
19 C 1.614 1.933 -0.590  N11 1.402, O20 1.214, N21 1.346
20 O 2.101 2.987 -0.944  C19 1.214
21 N 0.492 1.425 -1.132  C19 1.346, C22 1.450, H50 1.011
22 C -0.338 0.410 -0.512  C8 1.508, N21 1.450, C23 1.522, H51 1.097
23 C -1.435 1.065 0.315  C22 1.522, C24 1.385, C30 1.399
24 C -1.425 1.046 1.700  C23 1.385, C25 1.380, H52 1.079
25 C -2.441 1.656 2.407  C24 1.380, C26 1.383, H53 1.079
26 C -3.459 2.309 1.736  C25 1.383, C27 1.389, H54 1.078
27 C -3.478 2.368 0.348  C26 1.389, O28 1.371, C30 1.407
28 O -4.441 3.038 -0.363  C27 1.371, C29 1.406
29 C -5.484 3.667 0.339  O28 1.406, H55 1.095, H56 1.095, H57 1.089
30 C -2.456 1.727 -0.375  C23 1.399, C27 1.407, O31 1.370
31 O -2.329 1.726 -1.740  C30 1.370, C32 1.412
32 C -3.471 1.821 -2.564  O31 1.412, H58 1.092, H59 1.091, H60 1.090
33 H -4.275 -4.734 -0.443  C1 1.095
34 H -3.972 -6.419 -0.919  C1 1.088
35 H -3.539 -5.092 -2.027  C1 1.097
36 H -0.537 -4.518 -0.275  C3 1.093
37 H -1.585 -3.908 -1.589  C3 1.101
38 H -3.077 -2.857 0.183  C4 1.092
39 H -1.890 -3.393 1.414  C4 1.095
40 H 2.224 -1.947 1.684  C10 1.084
41 H 2.785 -0.507 2.533  C10 1.089
42 H 3.639 -1.055 1.091  C10 1.088
43 H 3.548 2.670 0.593  C12 1.097
44 H 3.562 1.511 1.940  C12 1.093
45 H 3.827 0.799 -1.724  C14 1.080
46 H 5.788 -0.267 -2.756  C15 1.080
47 H 7.803 -0.723 -1.408  C16 1.080
48 H 7.845 -0.105 0.982  C17 1.080
49 H 5.877 0.943 2.017  C18 1.081
50 H 0.003 2.039 -1.768  N21 1.011
51 H -0.824 -0.144 -1.325  C22 1.097
52 H -0.629 0.537 2.221  C24 1.079
53 H -2.444 1.634 3.485  C25 1.079
54 H -4.236 2.789 2.308  C26 1.078
55 H -6.070 2.949 0.922  C29 1.095
56 H -5.109 4.455 0.999  C29 1.095
57 H -6.120 4.111 -0.425  C29 1.089
58 H -4.271 1.163 -2.217  C32 1.092
59 H -3.846 2.845 -2.620  C32 1.091
60 H -3.139 1.500 -3.551  C32 1.090

The SMILES is COCCOC(=O)C1=C(C)N(Cc2ccccc2)C(=O)N[C@@H]1c1cccc(OC)c1OC. The calculation puts the HOMO energy at -8.4 eV.

Q) A single C24H28N2O6 molecule, computed with ωB97M-V/def2-TZVPD.

Each atom is followed by the atoms it is bonded to, with distances in Å.
CARTESIAN COORDINATES (ANGSTROEM)
1 C 0.841 0.500 4.924  C2 1.499, H33 1.087, H34 1.090, H35 1.090
2 C 0.614 0.748 3.463  C1 1.499, C3 1.388, C31 1.399
3 C 1.549 1.468 2.731  C2 1.388, C4 1.383, H36 1.081
4 C 1.367 1.708 1.381  C3 1.383, C5 1.380, H37 1.079
5 C 0.255 1.202 0.740  C4 1.380, C6 1.392, H38 1.077
6 C -0.691 0.480 1.460  C5 1.392, C7 1.485, C31 1.398
7 C -1.845 -0.083 0.713  C6 1.485, O8 1.213, O9 1.334
8 O -3.019 0.075 0.973  C7 1.213
9 O -1.421 -0.839 -0.301  C7 1.334, C10 1.423
10 C -2.357 -1.660 -0.991  O9 1.423, C11 1.530, H39 1.092, H40 1.097
11 C -3.100 -0.961 -2.132  C10 1.530, O12 1.217, N13 1.343
12 O -3.039 -1.370 -3.277  C11 1.217
13 N -3.846 0.090 -1.756  C11 1.343, C14 1.443, H41 1.014
14 C -4.526 0.900 -2.738  N13 1.443, C15 1.540, H42 1.090, H43 1.095
15 C -3.583 1.962 -3.335  C14 1.540, N16 1.446, H44 1.092, H45 1.093
16 N -2.385 1.349 -3.862  C15 1.446, C17 1.355, H46 1.010
17 C -1.294 1.223 -3.066  N16 1.355, O18 1.211, C19 1.529
18 O -1.157 1.828 -2.026  C17 1.211
19 C -0.226 0.284 -3.630  C17 1.529, O20 1.414, H47 1.094, H48 1.098
20 O 0.918 0.318 -2.800  C19 1.414, C21 1.348
21 C 1.201 -0.777 -2.067  O20 1.348, O22 1.207, C23 1.484
22 O 0.600 -1.817 -2.186  C21 1.207
23 C 2.345 -0.511 -1.160  C21 1.484, C24 1.396, C29 1.400
24 C 3.286 0.434 -1.574  C23 1.396, C25 1.378, H49 1.078
25 C 4.366 0.743 -0.777  C24 1.378, C26 1.384, H50 1.080
26 C 4.506 0.121 0.452  C25 1.384, C27 1.386, H51 1.081
27 C 3.582 -0.815 0.887  C26 1.386, C28 1.498, C29 1.401
28 C 3.753 -1.456 2.230  C27 1.498, H52 1.089, H53 1.090, H54 1.087
29 C 2.490 -1.152 0.077  C23 1.400, C27 1.401, C30 1.495
30 C 1.511 -2.164 0.580  C29 1.495, H55 1.090, H56 1.082, H57 1.089
31 C -0.534 0.257 2.832  C2 1.399, C6 1.398, C32 1.499
32 C -1.536 -0.525 3.626  C31 1.499, H58 1.091, H59 1.084, H60 1.089
33 H 1.805 0.895 5.234  C1 1.087
34 H 0.814 -0.566 5.146  C1 1.090
35 H 0.066 0.980 5.520  C1 1.090
36 H 2.431 1.846 3.228  C3 1.081
37 H 2.099 2.274 0.826  C4 1.079
38 H 0.095 1.387 -0.309  C5 1.077
39 H -1.763 -2.471 -1.419  C10 1.092
40 H -3.096 -2.050 -0.280  C10 1.097
41 H -3.817 0.394 -0.789  N13 1.014
42 H -5.386 1.382 -2.274  C14 1.090
43 H -4.864 0.230 -3.535  C14 1.095
44 H -4.095 2.507 -4.131  C15 1.092
45 H -3.262 2.660 -2.557  C15 1.093
46 H -2.522 0.655 -4.583  N16 1.010
47 H 0.069 0.609 -4.632  C19 1.094
48 H -0.626 -0.739 -3.672  C19 1.098
49 H 3.161 0.915 -2.531  C24 1.078
50 H 5.096 1.468 -1.106  C25 1.080
51 H 5.348 0.369 1.084  C26 1.081
52 H 3.787 -2.541 2.141  C28 1.089
53 H 2.915 -1.200 2.879  C28 1.090
54 H 4.671 -1.117 2.703  C28 1.087
55 H 1.998 -3.135 0.677  C30 1.090
56 H 0.671 -2.269 -0.093  C30 1.082
57 H 1.144 -1.872 1.563  C30 1.089
58 H -1.106 -1.473 3.954  C32 1.091
59 H -2.429 -0.731 3.046  C32 1.084
60 H -1.828 0.031 4.515  C32 1.089

The SMILES is Cc1cccc(C(=O)OCC(=O)NCCNC(=O)COC(=O)c2cccc(C)c2C)c1C. The calculation puts the HOMO energy at -8.7 eV.

Most favorable structure: Q). The second most favorable one is 2.807 eV above it.